# 1
# C2H4O2Si

A cluster of 2 separate species, C2H4O2Si in total in a non-equilibrium geometry (wB97M-V/def2-TZVPD, the OMol25 dataset).

For the LUMO energy, the calculation gives -0.7 eV. For the total energy, the calculation gives -518.47180 hartree. The total charge is 0. The frontier orbital gap is 8.7 eV.

XYZ file:
```
9
C2H4O2Si wB97M-V/def2-TZVPD
C -1.260 0.375 0.571
C -1.258 0.414 -0.758
O 2.041 -1.338 0.166
O 1.402 1.939 -0.140
Si 0.482 0.554 -0.058
H -1.863 0.154 1.440
H -1.798 0.012 -1.614
H 2.174 -1.328 1.180
H 2.348 1.711 -0.161
```

# 2
# C2H4O3

A cluster of 2 separate species, C2H4O3 in total in a non-equilibrium geometry (wB97M-V/def2-TZVPD, the OMol25 dataset).

For the LUMO energy, the calculation gives 0.8 eV. For the total energy, the calculation gives -304.17384 hartree. The total charge is 0. As for the SMILES: C=C=O.OO. The frontier orbital gap is 10.0 eV.

XYZ file:
```
9
C2H4O3 wB97M-V/def2-TZVPD
C -1.602 -0.137 0.075
C -0.807 -1.143 -0.149
O -2.249 0.831 0.180
O 1.404 0.743 0.750
O 1.318 0.942 -0.652
H -1.026 -2.157 0.152
H 0.045 -1.100 -0.755
H 2.271 0.876 -0.807
H 0.647 1.145 1.205
```

# 3
# C2H4O3

A cluster of 2 separate species, C2H4O3 in total in a non-equilibrium geometry (wB97M-V/def2-TZVPD, the OMol25 dataset).

For the LUMO energy (alpha / beta), the calculation gives 0.2 / 0.2 eV. For the total energy, the calculation gives -304.08239 hartree. The total charge is 0. The frontier orbital gap (alpha / beta) is 8.4 / 8.5 eV.

XYZ file:
```
9
C2H4O3 wB97M-V/def2-TZVPD
C 0.034 -0.999 1.398
C 0.241 1.328 -0.294
O -0.552 -0.530 0.470
O -0.600 1.477 -2.635
O -0.602 1.780 -1.042
H -0.432 -1.638 2.070
H 1.065 -0.726 1.576
H 1.301 1.171 -0.616
H -1.438 1.779 -2.926
```

# 4
# C2H4O3P

A cluster of 2 separate species, C2H4O3P in total in a non-equilibrium geometry (wB97M-V/def2-TZVPD, the OMol25 dataset).

For the LUMO energy (alpha / beta), the calculation gives 4.0 / 4.0 eV. For the total energy, the calculation gives -645.65601 hartree. The total charge is -1. The frontier orbital gap (alpha / beta) is 6.6 / 6.6 eV.

XYZ file:
```
10
C2H4O3P wB97M-V/def2-TZVPD
C 1.246 0.459 -1.806
C 0.813 0.929 -0.461
O 2.351 -0.372 -1.558
O 0.980 0.844 -2.944
O 1.548 0.525 0.407
P -1.239 -0.897 -0.579
H 0.144 1.683 -0.525
H 2.502 -0.327 -0.569
H -0.502 -1.438 0.385
H -2.276 -0.819 0.262
```

# 5
# C2H4O3Tl

A structure of composition C2H4O3Tl in a non-equilibrium geometry (wB97M-V/def2-TZVPD, the OMol25 dataset).

For the LUMO energy (alpha / beta), the calculation gives -20.8 / -20.8 eV. For the total energy, the calculation gives -475.07377 hartree. The total charge is +3. The frontier orbital gap (alpha / beta) is 6.8 / 6.8 eV.

XYZ file:
```
10
C2H4O3Tl wB97M-V/def2-TZVPD
O -0.913 -1.140 0.995
O 0.886 -0.942 -1.207
C -0.523 -0.004 1.224
C 0.051 0.868 0.153
H -0.556 0.403 2.247
H 1.064 1.203 0.424
H -0.587 1.757 0.026
Tl -0.756 -2.000 -0.779
O 0.054 0.208 -1.095
H 1.280 -0.352 -1.989
```

# 6
# C2H4O4

A cluster of 2 separate species, C2H4O4 in total in a non-equilibrium geometry (wB97M-V/def2-TZVPD, the OMol25 dataset).

For the LUMO energy, the calculation gives 0.2 eV. For the total energy, the calculation gives -379.55626 hartree. The total charge is 0. As for the SMILES: O=CO.O=CO. The frontier orbital gap is 10.8 eV.

XYZ file:
```
10
C2H4O4 wB97M-V/def2-TZVPD
O -2.657 -1.615 -3.023
O -1.078 -0.040 -3.283
C -1.760 -0.919 -2.607
H -0.353 0.401 -2.762
H -1.395 -0.877 -1.562
O -0.032 0.732 2.031
O 1.814 1.299 3.246
C 1.117 0.546 2.372
H 2.554 0.726 3.588
H 1.789 -0.253 2.000
```

# 7
# C2H4O4S

A cluster of 2 separate species, C2H4O4S in total in a non-equilibrium geometry (wB97M-V/def2-TZVPD, the OMol25 dataset).

For the LUMO energy, the calculation gives -0.1 eV. For the total energy, the calculation gives -777.72116 hartree. The total charge is 0. The frontier orbital gap is 9.1 eV.

XYZ file:
```
11
C2H4O4S wB97M-V/def2-TZVPD
C 0.882 -1.046 0.181
C 0.707 0.181 -0.281
O -2.271 -1.312 -0.041
O -1.814 0.791 1.102
O -0.228 0.486 -1.234
O 1.390 1.298 0.093
S -2.282 0.123 -0.085
H 0.276 -1.852 -0.181
H 1.615 -1.256 0.931
H -0.153 1.441 -1.395
H 1.877 1.146 0.910
```

# 8
# C2H4O4S2

A structure of composition C2H4O4S2 in a non-equilibrium geometry (wB97M-V/def2-TZVPD, the OMol25 dataset).

For the LUMO energy, the calculation gives 0.2 eV. For the total energy, the calculation gives -1175.85910 hartree. The total charge is 0. The frontier orbital gap is 10.6 eV.

XYZ file:
```
12
C2H4O4S2 wB97M-V/def2-TZVPD
C -2.009 0.871 -0.421
C 2.096 -0.092 -0.258
O -2.408 1.935 -0.685
O -0.129 0.394 1.545
O -0.866 0.335 -0.802
O 1.099 -1.097 -0.107
S -1.552 -2.028 0.891
S -0.354 -0.595 0.541
H -2.618 0.098 0.154
H 2.910 -0.687 -0.520
H 2.203 0.396 0.756
H 1.627 0.470 -1.092
```

What is the formula in the third record? C2H4O3

Which of these has the highest total charge? C2H4O3Tl